Molecular formula: C12H34N3O5V
Method: DFT, ωB97M-V with the def2-TZVPD basis set

Each line ends with the Löwdin charge.
CARTESIAN COORDINATES (ANGSTROEM)
1 O 0.40760 19.80070 -15.89923  -0.248
2 V 1.26525 18.91810 -14.95677  1.007
3 O 3.04164 19.18301 -15.92519  -0.359
4 H 3.25297 18.28250 -16.18464  -0.055
5 C -0.69233 15.73447 -17.51442  -0.025
6 C -0.43875 16.92989 -16.56825  -0.394
7 C -1.05683 16.71351 -15.20865  -0.151
8 O -0.57814 17.75633 -14.34403  -0.283
9 C -1.08293 17.56319 -13.02057  -0.050
10 N 1.00792 17.06807 -16.36193  0.026
11 H -0.20220 15.88287 -18.47562  0.082
12 H -1.76151 15.67519 -17.73758  0.093
13 H -0.37030 14.79320 -17.07037  0.088
14 H -0.85603 17.83735 -17.00168  0.122
15 H -0.67030 15.76143 -14.82002  0.144
16 H -2.14450 16.69263 -15.24291  0.151
17 H -2.15490 17.35108 -13.03891  0.107
18 H -0.99373 18.45439 -12.40533  0.082
19 H -0.58223 16.70241 -12.57163  0.105
20 H 1.49276 17.13953 -17.25372  0.117
21 H 1.41954 16.22966 -15.94976  0.123
22 C -1.00074 20.44976 -18.76806  -0.060
23 C 0.26229 20.02647 -19.55705  -0.422
24 C -0.07458 19.07086 -20.67541  -0.224
25 O -0.94678 19.70047 -21.58763  -0.185
26 C -1.05440 19.02381 -22.80678  -0.115
27 N 0.94072 21.22227 -20.08269  0.040
28 H -1.87785 20.65065 -19.38322  0.081
29 H -0.75638 21.32684 -18.17425  0.070
30 H -1.30573 19.61094 -18.13131  0.046
31 H 0.95684 19.52510 -18.87835  0.124
32 H -0.52912 18.17885 -20.21458  0.119
33 H 0.81309 18.78290 -21.25025  0.127
34 H -1.73322 19.56502 -23.46115  0.091
35 H -1.45252 18.01168 -22.65558  0.089
36 H -0.11230 18.90026 -23.35474  0.091
37 H 0.25820 21.77896 -20.59958  0.077
38 H 1.10938 21.85128 -19.29733  0.068
39 C 1.39210 22.04798 -11.48836  -0.041
40 C 0.69577 21.13122 -12.47253  -0.385
41 C -0.59132 21.73081 -12.98953  -0.206
42 O -1.33060 20.75962 -13.68224  -0.208
43 C -2.67301 21.09222 -13.88337  -0.100
44 N 1.59251 20.71673 -13.63290  0.028
45 H 1.72483 22.95734 -12.00062  0.097
46 H 2.27525 21.56140 -11.07491  0.089
47 H 0.70551 22.34542 -10.70023  0.093
48 H 0.43795 20.21024 -11.93583  0.133
49 H -0.38399 22.59170 -13.64558  0.147
50 H -1.18500 22.14741 -12.16638  0.138
51 H -3.08255 20.35700 -14.57725  0.094
52 H -2.83780 22.05671 -14.38374  0.098
53 H -3.29931 21.14399 -12.98598  0.096
54 H 2.49393 20.58913 -13.15217  0.106
55 H 1.78727 21.61833 -14.08094  0.122

Values from the calculation:
Electronic energy   -53384.7567 eV
M   351.4 g/mol
Highest occupied orbital energy (alpha / beta)   -11.17 / -11.17 eV
2S+1   2
Charge   +1
Frontier orbital gap (alpha / beta)   0.2882 / 0.2879 hartree